# C6H10NO2Si

An isolated ion of composition C6H10NO2Si and charge -1 (ωB97M-V with the def2-TZVPD basis set, the OMol25 dataset).

Geometry as XYZ:
```
20
C6H10NO2Si (ωB97M-V with the def2-TZVPD basis set)
H 0.2793 2.2991 -0.2334
C 2.8459 -1.2921 -0.2405
H -0.3594 1.4833 -1.7289
N 3.4858 2.3989 0.5898
O 1.8975 -2.0436 0.2333
H 1.4037 -0.5046 2.3474
C 3.0390 1.4551 0.1045
H -1.2882 1.7025 -0.1942
H -1.6613 -0.8259 -1.2125
C 0.3522 -0.1237 1.8977
C -0.3206 1.5396 -0.5633
O 4.0181 -1.5749 -0.4223
H -0.1262 -1.9243 -1.6660
Si 0.4800 -0.1236 -0.0065
C 2.2285 0.0006 -0.7284
H -1.0013 -2.1403 -0.0777
H -0.4245 -0.7641 2.3356
C -0.7107 -1.3848 -0.8537
H 0.0570 0.7778 2.2898
H 2.3911 0.3848 -1.6737
```

Energy above the lowest of the compared OMol25 structures with the same formula, charge and spin in kcal/mol: 25.7
DFT total energy in hartree: -729.3913
Kohn-Sham gap in Eh: 0.3257
Net charge: -1
LUMO energy in eV: 3.7

Electronic structure analysis, Mulliken charges in units of e: H 0.4727; C 0.3218; H 0.1946; N -0.5562; O -0.6596; H 0.2222; C 0.1085; H 0.3818; H 0.2448; C -1.1722; C -1.3983; O -0.6971; H 0.2542; Si 0.7509; C -0.0299; H 0.2782; H 0.3777; C -1.0362; H 0.4153; H 0.5267

# C30H39CoN7O4SSi2Te

C30H39CoN7O4SSi2Te as an isolated structure (ωB97M-V with the def2-TZVPD basis set, the OMol25 dataset).

Geometry as XYZ:
```
85
C30H39CoN7O4SSi2Te (ωB97M-V with the def2-TZVPD basis set)
N -1.4756 -2.7437 -0.4809
C 1.0896 2.6995 4.5123
O -0.1707 -4.2835 3.8300
C -1.8981 -2.5858 -1.7310
H 2.7027 -0.9757 2.8853
H -2.2385 2.8130 3.4950
C -3.7940 3.9822 -1.4199
C -2.4723 1.7009 0.2773
C 0.3115 2.1408 -4.8027
C -2.7813 1.3237 -2.7621
C 0.2884 1.7923 1.7580
C 3.0476 -3.9348 0.4641
H -5.0217 -1.4088 -1.1852
C -1.7629 -2.6512 1.9377
H -3.3556 1.0790 0.3770
H -0.2020 -0.3335 5.3100
H 4.8065 -4.5995 3.2663
C -0.2937 0.8971 -5.0024
H -0.3218 -1.0228 3.7155
N 1.8147 -3.8074 0.9608
H 0.9782 2.6447 5.5895
O -2.4089 -2.3394 2.9179
H -4.2040 -1.7277 1.1767
H 1.3523 1.7066 1.5591
H -2.4696 2.3957 1.1072
H -2.5166 1.0825 3.3305
H -3.6314 4.6952 -0.6188
N 2.9239 0.3310 -0.6648
H -3.4661 -1.9818 -3.0512
H -4.7944 3.5814 -1.3041
H 3.1517 -3.8141 -0.6060
C 2.8162 -0.6048 1.8759
C -3.5894 -1.9613 0.3202
H 0.9131 3.7288 4.2163
H 2.1259 2.4675 4.2814
H -3.7730 4.5335 -2.3538
H -0.5598 4.1143 -0.7483
C 0.2012 -0.2268 -4.3750
H 2.4790 -4.3578 4.1995
H -0.6979 4.0644 -2.4912
C 3.9664 -4.3675 2.6282
H -0.0093 2.8023 1.4862
H -2.2226 1.7775 4.9088
H 0.0890 4.1512 -5.0288
C 4.1454 -4.2038 1.2594
O 3.2745 -1.6958 -2.6785
C -0.7578 3.4605 -1.5924
H 5.1204 -4.3017 0.8097
O 1.0742 -2.7001 -3.1324
C 0.2194 -3.8001 2.7875
H -0.2620 -1.1928 -4.4896
C 1.9632 1.0801 -3.3986
N -0.1836 3.2647 -5.4190
S 1.8433 -1.5698 -2.6743
C -4.0276 -1.7833 -0.9859
C -3.1671 -2.1064 -2.0237
C -2.3053 -2.4398 0.5319
C 2.6860 -4.2489 3.1456
H 4.4552 1.5403 -0.1018
H 4.6267 0.5219 2.2158
Si -2.4573 2.6152 -1.3969
H -3.7366 0.8305 -2.6111
C 1.4556 2.2124 -4.0002
N 1.8972 -0.9944 1.0106
H 1.2447 -0.5538 4.3589
C 3.7912 0.7534 0.2311
H -1.1277 3.2099 -5.7633
C -1.9419 1.8361 3.8629
Si -0.0857 1.4750 3.6212
H 1.9368 3.1667 -3.8479
N -0.4927 -3.1146 1.8550
C 3.8585 0.2340 1.5181
Co 0.4494 -2.5401 0.2034
H 2.8397 1.1150 -2.7737
Te -0.6932 0.4267 0.4067
C 1.6343 -3.9635 2.2873
H -1.1904 -2.8448 -2.5067
H -2.0069 0.5606 -2.7458
H 0.0347 2.7173 -1.6307
H -1.1579 0.8279 -5.6464
C 2.0788 -0.6275 -0.2858
H -2.7933 1.7623 -3.7541
C 1.3228 -0.1316 -3.5743
N 1.3090 -1.2999 -1.1356
C 0.1993 -0.2747 4.3029
```

Multiplicity: 4
Energy above the lowest of the compared OMol25 structures with the same formula, charge and spin in kcal/mol: 20.2
DFT total energy in hartree: -4478.9353
Kohn-Sham gap (alpha / beta) in Eh: 0.2624 / 0.2623
Net charge: 0
LUMO energy (alpha / beta) in eV: -0.2 / -0.2

Electronic structure analysis, Mulliken charges in units of e: N -0.2219; C -1.2064; O -0.6845; C -0.3725; H 0.3340; H 0.3102; C -1.1408; C -0.7364; C 0.8273; C -0.3335; C -0.8637; C -0.1430; H 0.4672; C 0.1444; H 0.4832; H 0.5049; H 0.4456; C -0.7360; H -0.0984; N 0.0542; H 0.3394; O -0.6722; H 0.5368; H 0.4265; H 0.3012; H 0.2964; H 0.3208; N -0.1242; H 0.4461; H 0.3258; H 0.4386; C -0.1803; C -0.5326; H 0.3321; H 0.3278; H 0.3073; H 0.4656; C -0.3371; H 0.5030; H 0.3304; C -0.3384; H 0.6688; H 0.3957; H 0.2502; C -0.7104; O -0.7128; C -0.6059; H 0.4831; O -0.8188; C 0.1664; H 0.5399; C -0.1930; N -0.5000; S 1.4871; C -0.2879; C -0.7282; C 0.3483; C -0.7450; H 0.5041; H 0.4814; Si -0.0157; H 0.4172; C -0.7557; N 0.3984; H 0.2675; C -0.5657; H 0.2329; C -1.1422; Si 0.2262; H 0.3433; N 0.5437; C -1.3233; Co -0.3631; H 0.4499; Te 0.1006; C 0.7123; H 0.5993; H -0.3423; H -0.0866; H 0.3777; C 0.1462; H 0.4720; C -0.8179; N 0.2069; C -0.6518

# C4H4CuO

C4H4CuO as an isolated structure (ωB97M-V with the def2-TZVPD basis set, the OMol25 dataset).

Geometry as XYZ:
```
10
C4H4CuO (ωB97M-V with the def2-TZVPD basis set)
H -1.4496 0.6917 1.8222
H -1.0902 1.2228 -1.2906
H 0.5386 -1.2654 3.5729
H 1.0595 -0.8881 -0.3718
Cu 1.5175 -0.0877 -4.2145
C -0.1229 -0.5892 3.0537
O 0.1701 0.5029 -2.7349
C -0.2410 0.5418 -1.4985
C -0.6567 0.0044 2.1127
C 0.2746 -0.1333 -0.4513
```

Multiplicity: 2
Energy above the lowest of the compared OMol25 structures with the same formula, charge and spin in kcal/mol: 83.6
DFT total energy in hartree: -1870.2351
Kohn-Sham gap (alpha / beta) in Eh: 0.1968 / 0.1799
Net charge: 0
LUMO energy (alpha / beta) in eV: -2.1 / -2.1

Electronic structure analysis, Mulliken charges in units of e: H 0.3043; H 0.1991; H 0.3314; H 0.2548; Cu 0.6473; C -0.2228; O -0.6526; C 0.1989; C -0.4296; C -0.6308

# C4H4CuO

C4H4CuO as an isolated structure (ωB97M-V with the def2-TZVPD basis set, the OMol25 dataset).

Geometry as XYZ:
```
10
C4H4CuO (ωB97M-V with the def2-TZVPD basis set)
C 0.4573 -2.3549 -0.5690
Cu -1.1690 -0.1514 1.5551
H 0.8319 2.3918 0.6632
H -0.1966 0.1597 -2.1427
H 0.4176 -2.9764 0.3237
C 0.1227 1.5721 1.0086
H -0.7141 1.1353 -1.2727
C 0.1836 -1.1448 -0.7652
O 0.3377 1.2138 2.2402
C -0.2714 0.1546 -1.0412
```

Energy above the lowest of the compared OMol25 structures with the same formula, charge and spin in kcal/mol: 96.2
DFT total energy in hartree: -1870.2112
Kohn-Sham gap (alpha / beta) in Eh: 0.1659 / 0.1659
Net charge: -1
LUMO energy (alpha / beta) in eV: 2.8 / 2.8

Electronic structure analysis, Mulliken charges in units of e: C -0.3658; Cu 0.1077; H 0.1235; H 0.1766; H 0.1974; C -0.1813; H 0.3673; C -0.1285; O -0.4471; C -0.8499